Record 1
Molecular formula: C36H108O36
Method: DFT, the ωB97M-V functional and the def2-TZVPD basis

Computed properties:
Total energy in Eh: -4144.66579
HOMO-LUMO gap in eV: 9.590
E_HOMO in eV: -9.523
LUMO level in eV: 0.0670

```
180
C36H108O36 the ωB97M-V functional and the def2-TZVPD basis
C -9.720 2.029 6.240
C -10.313 3.053 5.210
O -9.385 4.124 4.958
O -10.292 0.786 6.033
H -9.837 2.249 7.301
H -8.663 1.874 6.027
H -11.246 3.462 5.597
H -10.654 2.581 4.289
H -8.844 4.311 5.729
H -10.194 0.339 6.877
C -3.731 5.965 12.364
C -3.789 6.101 13.919
O -4.058 7.425 14.326
O -2.665 6.723 11.770
H -4.634 6.374 11.912
H -3.816 4.972 11.922
H -2.802 5.831 14.294
H -4.509 5.393 14.327
H -3.172 7.781 14.432
H -3.008 7.159 10.986
C -13.989 6.371 4.781
C -13.142 7.456 5.469
O -11.719 7.243 5.244
O -13.639 5.117 5.354
H -13.842 6.191 3.716
H -15.069 6.516 4.757
H -13.260 7.500 6.552
H -13.366 8.492 5.216
H -11.559 6.298 5.302
H -13.490 4.476 4.655
C -2.345 -2.008 10.651
C -3.770 -2.257 10.098
O -4.344 -1.061 9.712
O -1.502 -1.853 9.545
H -2.112 -2.922 11.196
H -2.243 -1.070 11.197
H -4.474 -2.800 10.730
H -3.600 -2.883 9.222
H -4.013 -0.924 8.822
H -1.342 -2.737 9.207
C -10.920 -1.835 11.046
C -12.461 -1.952 11.258
O -12.939 -1.883 12.638
O -10.591 -0.481 11.171
H -10.579 -2.242 10.094
H -10.312 -2.313 11.813
H -12.927 -2.873 10.908
H -12.832 -1.046 10.780
H -13.777 -1.416 12.631
H -10.613 -0.308 12.115
C -11.748 2.749 9.740
C -13.097 2.247 10.316
O -14.115 2.071 9.353
O -11.629 4.146 9.886
H -11.636 2.485 8.688
H -11.032 2.212 10.361
H -13.435 2.938 11.088
H -12.883 1.264 10.736
H -14.414 2.930 9.046
H -10.730 4.451 9.743
C -9.530 1.800 13.616
C -8.016 1.796 14.042
O -7.212 1.225 13.018
O -9.967 0.465 13.697
H -9.559 2.204 12.604
H -10.209 2.370 14.251
H -7.715 1.385 15.006
H -7.755 2.843 14.193
H -7.419 0.289 13.061
H -10.136 0.169 14.595
C -7.856 6.762 6.356
C -7.076 6.833 5.023
O -5.728 6.730 5.209
O -7.955 5.452 6.913
H -8.921 6.887 6.159
H -7.479 7.569 6.984
H -7.473 7.768 4.628
H -7.490 6.166 4.267
H -5.384 6.492 4.345
H -7.110 5.365 7.361
C -6.256 4.827 9.876
C -7.444 3.933 10.106
O -8.620 4.477 9.485
O -5.722 4.566 8.615
H -5.442 4.581 10.557
H -6.542 5.865 10.047
H -7.674 3.853 11.168
H -7.242 2.927 9.738
H -8.450 4.627 8.552
H -4.807 4.823 8.748
C -7.657 -1.606 9.754
C -7.808 -0.139 9.319
O -9.083 0.224 8.838
O -8.350 -2.499 8.806
H -8.131 -1.754 10.724
H -6.610 -1.897 9.830
H -7.120 0.094 8.506
H -7.537 0.538 10.130
H -9.691 0.098 9.570
H -8.203 -2.254 7.890
C 0.666 5.494 8.809
C 0.313 3.982 9.139
O -0.815 3.553 8.372
O 1.469 6.012 9.795
H -0.223 6.115 8.911
H 1.025 5.703 7.801
H 0.221 3.765 10.203
H 1.238 3.481 8.852
H -0.732 2.616 8.181
H 0.959 6.011 10.609
C -5.793 10.966 9.401
C -6.368 11.780 10.517
O -7.754 11.949 10.239
O -6.254 9.652 9.398
H -4.707 11.053 9.365
H -6.030 11.315 8.396
H -5.966 12.792 10.493
H -6.166 11.322 11.486
H -8.157 11.085 10.348
H -7.168 9.748 9.120
C -4.142 7.523 8.197
C -2.988 6.529 7.922
O -3.101 5.353 8.755
O -3.899 8.099 9.475
H -5.120 7.042 8.179
H -4.179 8.365 7.506
H -2.042 7.040 8.101
H -3.156 6.246 6.883
H -2.256 4.909 8.652
H -4.672 8.642 9.646
C -15.311 6.263 12.697
C -14.546 5.231 11.830
O -13.372 5.797 11.205
O -15.940 7.201 11.870
H -14.527 6.679 13.330
H -16.056 5.846 13.374
H -15.147 4.887 10.988
H -14.333 4.333 12.411
H -12.911 5.063 10.793
H -15.757 8.035 12.310
C -10.167 8.316 8.416
C -10.129 8.909 9.862
O -8.872 9.248 10.342
O -10.412 9.317 7.437
H -10.978 7.603 8.270
H -9.258 7.714 8.419
H -10.502 8.164 10.566
H -10.631 9.873 9.942
H -8.834 8.812 11.197
H -11.349 9.513 7.512
C -4.765 2.558 6.018
C -4.372 1.607 7.178
O -4.437 0.206 6.800
O -3.804 2.374 5.061
H -4.701 3.602 6.324
H -5.786 2.400 5.671
H -5.132 1.740 7.948
H -3.369 1.879 7.506
H -3.835 0.079 6.064
H -4.196 2.196 4.203
C -9.454 5.901 12.998
C -8.316 6.826 12.415
O -8.625 8.202 12.759
O -9.197 5.691 14.351
H -9.494 4.968 12.435
H -10.414 6.417 12.985
H -8.482 6.616 11.358
H -7.312 6.561 12.745
H -8.842 8.225 13.694
H -9.392 6.537 14.762
C -2.696 2.199 11.325
C -4.083 1.778 11.483
O -4.862 2.557 12.481
O -1.983 2.026 12.524
H -2.586 3.249 11.056
H -2.268 1.523 10.585
H -4.051 0.793 11.948
H -4.596 1.604 10.537
H -5.677 2.171 12.811
H -2.592 2.249 13.232
```


Record 2
Molecular formula: C36H109N23O15
Method: DFT, the ωB97M-V functional and the def2-TZVPD basis

Computed properties:
Total energy in Eh: -3822.74241
HOMO-LUMO gap in eV: 5.766
E_HOMO in eV: -6.355
LUMO level in eV: -0.5891

```
183
C36H109N23O15 the ωB97M-V functional and the def2-TZVPD basis
C -3.313 -0.783 -1.116
C -4.586 -1.710 -0.725
C -4.249 -3.011 0.012
O -5.229 -3.873 -0.400
C -4.862 -5.221 -0.609
N -5.703 -0.968 -0.302
H -2.675 -0.974 -0.254
H -3.534 0.266 -1.310
H -2.847 -1.250 -1.984
H -4.931 -1.957 -1.729
H -4.532 -2.865 1.055
H -3.247 -3.428 -0.080
H -5.631 -5.865 -1.034
H -4.394 -5.636 0.284
H -3.965 -5.304 -1.223
H -6.076 -0.335 -0.995
H -6.383 -1.713 -0.264
C 0.642 1.509 1.866
C -0.332 0.898 0.902
C 0.118 -0.360 0.107
O -0.733 -0.711 -0.957
C -0.441 -1.927 -1.685
N -1.590 0.588 1.565
H 1.270 2.279 1.418
H 1.278 0.751 2.322
H 0.138 2.135 2.603
H -0.498 1.648 0.129
H 0.193 -1.200 0.798
H 1.161 -0.268 -0.196
H -1.129 -2.149 -2.500
H -0.326 -2.776 -1.011
H 0.568 -1.893 -2.096
H -2.120 0.016 0.924
H -2.079 1.466 1.667
C 2.501 1.336 4.191
C 1.735 2.619 4.360
C 0.770 2.712 5.541
O 0.139 3.961 5.461
C -0.796 4.167 6.444
N 2.765 3.640 4.446
H 3.364 1.394 3.527
H 1.913 0.555 3.711
H 2.905 0.935 5.120
H 1.122 2.816 3.481
H 1.289 2.502 6.476
H -0.036 2.028 5.276
H -0.968 5.216 6.684
H -0.559 3.737 7.417
H -1.753 3.664 6.304
H 3.285 3.532 5.305
H 2.275 4.521 4.517
C -2.073 -2.651 -6.236
C -2.316 -1.810 -4.940
C -3.806 -1.626 -4.720
O -4.179 -1.022 -3.487
C -5.460 -0.435 -3.396
N -1.674 -2.487 -3.814
H -1.029 -2.647 -6.546
H -2.797 -2.359 -6.997
H -2.327 -3.709 -6.186
H -1.764 -0.871 -4.998
H -4.401 -2.503 -4.978
H -4.104 -0.931 -5.505
H -6.269 -0.910 -3.951
H -5.408 0.509 -3.939
H -5.724 -0.193 -2.367
H -1.676 -3.495 -3.874
H -2.074 -2.290 -2.907
C 6.055 -2.097 3.302
C 4.576 -1.818 3.634
C 3.742 -2.067 2.408
O 2.634 -1.145 2.464
C 1.387 -1.638 2.921
N 4.183 -2.667 4.763
H 6.396 -1.367 2.568
H 6.203 -3.081 2.858
H 6.712 -2.048 4.169
H 4.500 -0.784 3.970
H 3.285 -3.040 2.229
H 4.282 -1.763 1.511
H 1.609 -2.419 3.648
H 0.787 -2.179 2.190
H 0.827 -0.874 3.460
H 4.570 -2.336 5.635
H 4.357 -3.659 4.679
C 0.312 -1.524 -4.048
C 0.618 -2.528 -5.039
C 1.911 -3.231 -4.601
O 2.252 -4.200 -5.602
C 3.398 -4.946 -5.366
N -0.550 -3.419 -4.967
H -0.408 -0.975 -4.655
H 1.145 -0.879 -3.770
H -0.217 -1.851 -3.153
H 0.661 -2.084 -6.033
H 1.792 -3.776 -3.664
H 2.692 -2.502 -4.384
H 4.298 -4.361 -5.555
H 3.503 -5.621 -6.216
H 3.555 -5.544 -4.469
H -0.290 -4.100 -4.268
H -1.438 -2.947 -4.871
C 2.126 5.911 -1.344
C 3.273 5.687 -0.359
C 2.735 5.129 0.990
O 2.879 3.705 1.162
C 2.724 3.246 2.530
N 4.207 4.652 -0.867
H 1.558 4.984 -1.423
H 2.534 6.257 -2.294
H 1.538 6.710 -0.891
H 3.650 6.686 -0.136
H 1.666 5.304 1.108
H 3.123 5.714 1.824
H 2.395 2.207 2.497
H 1.889 3.810 2.947
H 3.696 3.428 2.990
H 3.663 3.940 -1.333
H 4.393 4.253 0.042
C 2.957 -1.044 -1.932
O 2.204 -0.296 -1.310
N 3.264 -0.824 -3.190
N 3.587 -2.040 -1.471
H 3.768 -1.589 -3.616
H 2.694 -0.157 -3.690
H 3.385 -2.201 -0.495
H 4.044 -2.751 -2.024
C -2.653 3.113 3.639
O -2.230 3.702 4.659
N -3.771 2.382 3.611
N -2.178 3.153 2.430
H -4.215 2.221 4.504
H -3.735 1.646 2.921
H -2.545 2.488 1.764
H -1.669 3.978 2.148
C -0.993 -0.301 4.291
O -0.698 -0.421 5.467
N -0.672 0.690 3.548
N -1.568 -1.263 3.545
H -0.974 0.640 2.586
H -0.206 1.504 3.924
H -1.505 -1.192 2.539
H -2.068 -2.057 3.918
C -2.190 1.190 -2.741
O -2.825 2.162 -3.227
N -2.259 -0.018 -3.132
N -1.400 1.267 -1.731
H -3.135 -0.355 -3.504
H -1.681 -0.712 -2.679
H -0.927 0.421 -1.446
H -1.055 2.149 -1.382
C 1.749 -3.916 -0.580
O 1.410 -3.248 -1.567
N 1.648 -3.529 0.663
N 2.392 -5.065 -0.697
H 1.978 -4.097 1.430
H 1.354 -2.570 0.784
H 2.762 -5.341 -1.595
H 2.537 -5.602 0.146
C 2.528 2.366 -1.370
O 2.507 3.586 -1.565
N 1.484 1.707 -0.909
N 3.539 1.541 -1.515
H 1.582 0.750 -1.217
H 0.598 2.191 -0.875
H 4.424 1.862 -1.881
H 3.479 0.572 -1.238
C -3.909 0.875 1.172
O -3.349 1.398 2.044
N -4.403 -0.295 1.185
N -4.088 1.389 -0.002
H -4.483 -0.691 2.111
H -4.907 -0.726 0.423
H -3.585 2.194 -0.348
H -4.798 0.898 -0.526
C -0.090 3.476 -0.405
O -0.025 2.816 -1.438
N -1.158 4.047 0.041
N 0.838 3.914 0.336
H -2.033 3.837 -0.418
H -1.263 4.362 0.995
H 1.812 3.768 0.110
H 0.505 4.607 0.990
```


Record 3
Molecular formula: C36H22BrCl5N3O4Ru
Method: DFT, the ωB97M-V functional and the def2-TZVPD basis

Computed properties:
⟨S²⟩: 8.8259
2S+1: 6
Total energy in Eh: -6819.62111
HOMO-LUMO gap (spin up / spin down) in eV: 4.983 / 6.310
E_HOMO (spin up / spin down) in eV: -0.734 / -2.072
Charge: -2
LUMO level (spin up / spin down) in eV: 4.2489 / 4.2382

```
72
C36H22BrCl5N3O4Ru the ωB97M-V functional and the def2-TZVPD basis
Ru -0.425 0.757 0.256
C 0.583 3.353 -1.308
C 2.067 2.942 0.766
O 2.367 0.607 -0.413
C 1.698 3.005 2.093
C 0.964 2.082 2.791
C 0.656 2.180 4.250
N 0.508 0.931 2.094
N 0.775 -0.189 2.747
C 0.606 -1.266 1.971
O 0.398 -1.216 0.725
C 0.666 -2.591 2.641
C 0.559 -3.742 1.866
C 0.552 -4.992 2.468
C 0.648 -5.103 3.849
C 0.750 -3.955 4.626
C 0.757 -2.705 4.028
H 1.174 1.351 -2.035
H 2.580 2.458 -1.415
H 0.778 3.787 -2.285
H 2.042 3.883 2.644
H 0.982 3.147 4.633
H 1.161 1.383 4.804
H -0.415 2.065 4.446
H 0.463 -3.629 0.795
H 0.457 -5.882 1.857
H 0.630 -6.079 4.320
H 0.813 -4.035 5.706
H 0.818 -1.800 4.618
Br -2.034 -2.382 -1.068
C -3.064 -2.294 0.507
C -3.962 -3.325 0.606
C -4.792 -3.475 1.728
C -4.676 -2.572 2.734
C -3.765 -1.487 2.654
C -3.738 -0.617 3.764
C -2.923 0.467 3.740
C -2.134 0.705 2.608
C -2.059 -0.090 1.475
C -2.912 -1.269 1.509
H -4.011 -4.044 -0.200
H -5.495 -4.297 1.781
H -5.284 -2.653 3.629
H -4.381 -0.834 4.611
H -2.888 1.161 4.572
H -1.557 1.621 2.634
O -2.920 1.871 -2.114
C -1.956 1.261 -2.523
N -1.047 0.495 -1.816
C -0.204 -0.131 -2.729
O 0.658 -0.956 -2.508
C -0.526 0.367 -4.114
C 0.065 0.118 -5.336
C -0.480 0.756 -6.449
C -1.583 1.599 -6.324
C -2.170 1.831 -5.082
C -1.608 1.204 -3.990
H 0.918 -0.543 -5.413
H -0.041 0.599 -7.428
H -1.984 2.081 -7.208
H -3.027 2.483 -4.964
Cl -3.893 2.127 0.952
C -2.547 3.178 0.617
C -1.315 2.699 0.139
C -0.528 3.713 -0.500
Cl 1.523 1.861 -0.802
C -0.848 5.080 -0.403
Cl 0.213 6.252 -1.131
C -1.972 5.511 0.270
Cl -2.294 7.202 0.481
C -2.845 4.543 0.751
Cl -4.318 5.076 1.503
```


What did we get for ΔE to the lowest compared entry with this formula, charge and spin? Answer: 3.584; 69.077; 14.076 eV, in the order shown.